Entry 1:
Density functional theory data (ωB97M-V/def2-TZVPD) for a cluster of 2 separate species, C4H10N2 in total at a distorted geometry.

```
! wB97M-V def2-TZVPD RIJCOSX def2/J DEFGRID3
* xyz -1 2
C 0.615 1.836 -3.103
C -0.493 -0.227 -2.999
N -0.127 0.876 -2.366
H 0.046 2.218 -3.962
H 1.662 1.538 -3.353
H 0.861 2.722 -2.480
H -0.956 -1.025 -2.420
H -0.525 -0.370 -4.090
C -1.146 -0.769 3.239
C 1.072 -1.269 2.820
N -0.117 -1.611 2.670
H -0.821 -0.061 4.008
H -1.877 -1.420 3.719
H -1.619 -0.207 2.432
H 1.951 -1.864 2.576
H 1.473 -0.366 3.311
*
```

M = 86.1 g/mol
Relative energy (zero: lowest compared OMol25 entry of this formula, charge and spin) = 41.0 kcal/mol
LUMO level (spin up / spin down) = 3.4 / 3.3 eV
Largest force on an atom = 1.864 eV/A
Orbital gap (spin up / spin down) = 2.32 / 6.23 eV
Expectation value of S² = 0.75
DFT total energy = -267.78067 Eh



Entry 2:
Density functional theory data (ωB97M-V/def2-TZVPD) for a cluster of 2 separate species, C12H17N in total at a distorted geometry.

```
! wB97M-V def2-TZVPD RIJCOSX def2/J DEFGRID3
* xyz 0 1
C -1.578 2.164 2.210
C 1.068 1.386 -0.374
C 0.427 0.994 0.884
C -0.630 1.975 1.030
C -0.743 2.658 -0.137
C 2.324 0.935 -0.673
C 2.889 -0.142 0.006
C 1.056 0.006 1.621
C 2.311 -0.496 1.204
N 0.273 2.308 -1.034
H 0.482 2.524 -1.991
H 2.907 1.258 -1.563
H -1.574 3.278 -0.466
H 3.845 -0.511 -0.249
H 0.657 -0.191 2.597
H -2.577 1.778 2.019
H -1.646 3.220 2.439
H 2.750 -1.291 1.784
H -1.008 1.554 2.935
C -1.175 -2.676 -1.304
C -0.401 -2.390 0.001
C -1.509 -1.384 -2.079
H -0.673 -3.490 -1.811
H -2.076 -3.164 -0.918
H -0.096 -3.288 0.508
H -1.077 -1.749 0.591
H -0.655 -1.196 -2.707
H -2.206 -1.737 -2.863
H 0.501 -1.735 -0.217
H -1.867 -0.596 -1.445
*
```

M = 175.3 g/mol
Relative energy (zero: lowest compared OMol25 entry of this formula, charge and spin) = 32.9 kcal/mol
LUMO level = 0.9 eV
Largest force on an atom = 3.360 eV/A
Orbital gap = 8.71 eV
SMILES = Cc1c[nH]c2ccccc12.CCC
DFT total energy = -522.16789 Eh



Entry 3:
Density functional theory data (ωB97M-V/def2-TZVPD) for a cluster of 3 separate species, C3H11NO2 in total at a distorted geometry.

```
! wB97M-V def2-TZVPD RIJCOSX def2/J DEFGRID3
* xyz 0 1
C 0.461 -1.680 0.481
C 1.124 -0.300 0.671
C 2.232 0.141 0.062
N 0.234 0.565 1.293
H 0.308 -2.030 -0.591
H 1.092 -2.472 0.989
H -0.492 -1.745 1.027
H 2.626 1.127 -0.029
H 2.742 -0.542 -0.666
H -0.663 0.656 0.825
H 0.712 1.340 1.681
H -3.784 0.473 0.073
H -2.335 0.569 -0.427
O -2.873 0.221 0.246
H -0.642 1.285 -2.652
H 0.049 1.076 -1.294
O -0.791 1.317 -1.688
*
```

M = 93.1 g/mol
Relative energy (zero: lowest compared OMol25 entry of this formula, charge and spin) = 21.5 kcal/mol
LUMO level = 0.6 eV
Largest force on an atom = 2.817 eV/A
Orbital gap = 8.91 eV
SMILES = C=C(C)N.O.O
DFT total energy = -326.09715 Eh



Entry 4:
Density functional theory data (ωB97M-V/def2-TZVPD) for a structure of composition H7HfO24S5 at a distorted geometry.

```
! wB97M-V def2-TZVPD RIJCOSX def2/J DEFGRID3
* xyz -7 1
Hf 0.780 0.381 0.385
S -2.368 -2.452 3.913
O -1.076 -2.077 3.344
O -3.332 -1.796 3.096
O -2.451 -3.866 3.897
O -2.531 -1.947 5.287
S -3.220 -3.335 -1.949
O -2.074 -2.736 -1.263
O -4.406 -2.602 -1.541
O -3.013 -3.300 -3.346
O -3.384 -4.710 -1.507
S 0.028 1.139 -5.418
O 0.857 2.126 -6.043
O -1.324 1.699 -5.280
O 0.056 -0.089 -6.174
O 0.470 0.843 -4.052
S 3.037 -4.432 -1.672
O 2.841 -3.121 -0.945
O 2.435 -5.412 -0.806
O 2.302 -4.260 -2.967
O 4.458 -4.676 -1.876
S -2.197 3.861 3.893
O -1.914 4.262 5.239
O -1.194 2.945 3.366
O -3.562 3.246 3.658
O -2.106 5.028 3.098
O -2.524 1.589 -0.894
H -2.255 1.665 -1.830
O 1.043 4.792 -0.268
H 0.554 5.367 0.322
H 1.374 5.375 -0.951
O 4.463 1.790 -0.897
H 4.877 1.641 -1.747
H 4.772 2.655 -0.627
O 3.340 0.263 3.867
H 3.912 -0.501 3.942
H 3.333 0.645 4.745
*
```

M = 729.9 g/mol
LUMO level = 10.6 eV
Largest force on an atom = 6.334 eV/A
Orbital gap = 1.89 eV
DFT total energy = -3847.23515 Eh



Entry 5:
Density functional theory data (ωB97M-V/def2-TZVPD) for a cluster of 3 separate species, C4H13NO2S in total at a distorted geometry.

```
! wB97M-V def2-TZVPD RIJCOSX def2/J DEFGRID3
* xyz 0 1
C -1.971 -0.074 0.324
O -2.353 -1.429 0.091
C -0.604 0.122 -0.186
C -0.103 1.502 0.264
C 1.465 1.573 0.127
S 2.123 0.289 1.313
N -0.481 -0.103 -1.611
H -1.932 0.069 1.445
H -2.706 0.592 -0.174
H -3.173 -1.557 0.564
H 0.040 -0.531 0.384
H -0.308 1.524 1.336
H -0.682 2.285 -0.244
H 1.931 1.248 -0.826
H 1.952 2.519 0.372
H 0.517 -0.348 2.282
H -0.572 -1.097 -1.795
H 0.335 0.279 -2.057
H 1.783 -2.969 -0.409
H 2.575 -1.656 -0.273
O 2.165 -2.237 -0.927
*
```

M = 139.2 g/mol
Relative energy (zero: lowest compared OMol25 entry of this formula, charge and spin) = 68.5 kcal/mol
LUMO level = -1.1 eV
Largest force on an atom = 4.045 eV/A
Orbital gap = 7.69 eV
DFT total energy = -763.51306 Eh



Entry 6:
Density functional theory data (ωB97M-V/def2-TZVPD) for a structure of composition C27H32N4O7P2Si2Sn at a distorted geometry.

```
! wB97M-V def2-TZVPD RIJCOSX def2/J DEFGRID3
* xyz -2 1
Sn 0.637 -0.004 -0.551
C -0.203 0.386 4.338
C -0.297 0.132 2.959
N 0.259 0.890 2.043
C 0.933 1.998 2.445
C 1.053 2.345 3.799
C 0.482 1.491 4.751
C 1.735 3.562 4.179
C 2.244 4.383 3.253
C 2.152 4.061 1.847
C 2.666 4.899 0.846
C 2.567 4.527 -0.466
C 1.962 3.295 -0.772
N 1.468 2.509 0.154
C 1.537 2.874 1.442
H -0.670 -0.288 5.044
H -0.862 -0.713 2.577
H 0.583 1.726 5.806
H 1.818 3.798 5.235
H 2.744 5.301 3.543
H 3.148 5.829 1.129
H 2.962 5.145 -1.261
H 1.905 2.924 -1.790
C -1.787 2.919 0.618
Si -1.482 1.628 -0.772
C -1.508 2.736 -2.306
C -3.170 0.761 -0.712
C -4.345 1.501 -0.913
C -5.601 0.919 -0.828
C -5.705 -0.437 -0.533
C -4.553 -1.180 -0.328
C -3.270 -0.614 -0.407
Si -1.690 -1.689 -0.116
C -1.954 -2.956 -1.518
C -2.249 -2.741 1.408
H -2.663 3.535 0.387
H -0.936 3.592 0.760
H -1.975 2.418 1.574
H -2.433 3.319 -2.391
H -1.395 2.126 -3.207
H -0.665 3.435 -2.280
H -4.276 2.562 -1.140
H -6.494 1.516 -0.987
H -6.681 -0.908 -0.468
H -4.652 -2.239 -0.100
H -3.019 -3.185 -1.639
H -1.426 -3.891 -1.321
H -1.576 -2.551 -2.463
H -3.096 -3.396 1.169
H -2.560 -2.099 2.242
H -1.430 -3.380 1.759
O 1.062 -2.019 -4.609
P 1.353 -0.599 -3.848
O 1.470 0.491 -4.843
O 0.305 -0.567 -2.752
O 2.765 -0.924 -3.134
P 3.843 0.259 -2.654
O 4.397 -0.512 -1.321
O 4.970 0.358 -3.610
O 3.020 1.437 -2.229
H 1.543 -1.979 -5.439
H 3.671 -0.546 -0.687
N 1.676 -3.201 1.862
C 1.720 -3.932 0.681
C 2.270 -5.217 0.626
C 2.340 -5.834 -0.608
C 1.859 -5.180 -1.735
C 1.315 -3.916 -1.566
N 1.245 -3.304 -0.383
H 1.595 -3.715 2.721
H 1.100 -2.372 1.787
H 2.646 -5.695 1.523
H 2.778 -6.822 -0.691
H 1.907 -5.625 -2.719
H 0.913 -3.359 -2.406
*
```

M = 761.4 g/mol
Relative energy (zero: lowest compared OMol25 entry of this formula, charge and spin) = 30.8 kcal/mol
LUMO level = 4.0 eV
Largest force on an atom = 1.060 eV/A
Orbital gap = 5.03 eV
DFT total energy = -3270.19657 Eh



Entry 7:
Density functional theory data (ωB97M-V/def2-TZVPD) for the molecule C6H9N7 at a distorted geometry.

```
! wB97M-V def2-TZVPD RIJCOSX def2/J DEFGRID3
* xyz 0 1
C -2.399 -0.645 0.695
C -2.130 0.324 -0.472
C 0.391 0.681 -0.115
C 1.386 1.755 0.078
C 2.714 1.394 0.259
C 3.129 0.137 -0.006
H -2.653 -2.560 -0.329
H -3.867 -1.434 -0.739
H -2.967 -0.033 1.516
H -1.464 -1.067 1.011
H -2.125 -0.392 -1.336
H -3.108 1.071 -0.648
H -1.019 2.111 0.110
H 1.269 2.849 0.008
H 3.471 2.174 0.459
N -3.273 -1.811 0.244
N -0.958 1.128 -0.255
N 4.238 -0.504 0.254
N 3.906 -1.828 0.006
N 2.610 -2.060 -0.219
N 2.118 -0.732 -0.238
N 0.729 -0.559 -0.284
*
```

M = 179.2 g/mol
Relative energy (zero: lowest compared OMol25 entry of this formula, charge and spin) = 110.8 kcal/mol
LUMO level = -0.5 eV
Largest force on an atom = 5.022 eV/A
Orbital gap = 8.83 eV
SMILES = NCCNc1ccc2nnnn2n1
DFT total energy = -617.17009 Eh



Entry 8:
Density functional theory data (ωB97M-V/def2-TZVPD) for a structure of composition C7H3BF4NO5S4W at a distorted geometry.

```
! wB97M-V def2-TZVPD RIJCOSX def2/J DEFGRID3
* xyz -1 3
W 0.949 -0.618 0.001
O -4.624 -3.242 0.545
C -3.403 -2.664 0.481
C -2.439 -2.844 1.471
C -1.237 -2.205 1.309
N -0.995 -1.463 0.246
C -1.896 -1.287 -0.705
C -3.133 -1.867 -0.633
C -1.349 -0.427 -1.845
O -2.019 -0.125 -2.797
O -0.106 -0.122 -1.608
C -0.036 -2.267 2.246
O -0.061 -2.890 3.274
O 0.946 -1.554 1.763
H -4.684 -3.778 1.341
H -2.602 -3.459 2.348
H -3.858 -1.719 -1.422
S 3.049 0.481 -0.349
S 2.769 2.507 0.106
S 0.764 2.729 -0.209
S 0.052 1.334 1.129
F 2.693 -4.150 -1.794
B 2.093 -3.057 -1.219
F 1.966 -1.953 -2.094
F 2.800 -2.558 -0.090
F 0.761 -3.347 -0.761
*
```

M = 580.0 g/mol
Relative energy (zero: lowest compared OMol25 entry of this formula, charge and spin) = 0.0 kcal/mol
LUMO level (spin up / spin down) = 2.1 / 1.7 eV
Largest force on an atom = 1.721 eV/A
Orbital gap (spin up / spin down) = 7.07 / 6.90 eV
Expectation value of S² = 2.02
DFT total energy = -2784.16205 Eh



Entry 9:
Density functional theory data (ωB97M-V/def2-TZVPD) for the molecule C3H7N3O.

```
! wB97M-V def2-TZVPD RIJCOSX def2/J DEFGRID3
* xyz 0 1
C -0.306 0.390 -1.800
N -0.538 1.023 -0.521
C -0.212 0.513 0.600
N -0.452 1.196 1.767
C 0.433 -0.847 0.931
O 0.416 -1.248 2.083
N 0.942 -1.607 -0.077
H -0.956 0.869 -2.543
H -0.512 -0.690 -1.800
H 0.733 0.564 -2.129
H -0.476 0.652 2.617
H -1.104 1.962 1.697
H 1.271 -1.218 -0.945
H 1.343 -2.487 0.214
*
```

M = 101.1 g/mol
Relative energy (zero: lowest compared OMol25 entry of this formula, charge and spin) = 11.2 kcal/mol
LUMO level = 0.9 eV
Largest force on an atom = 0.425 eV/A
Orbital gap = 9.97 eV
SMILES = C/N=C(/N)C(N)=O
DFT total energy = -358.03196 Eh



Entry 10:
Density functional theory data (ωB97M-V/def2-TZVPD) for a cluster of 7 separate species, C19H54N2O7 in total.

```
! wB97M-V def2-TZVPD RIJCOSX def2/J DEFGRID3
* xyz 0 1
C 0.757 3.259 -2.405
O 0.630 1.987 -1.812
C 1.593 1.045 -2.231
C 1.355 0.523 -3.646
N 2.105 -0.727 -3.841
C 3.416 -0.482 -4.452
C 4.238 -1.758 -4.476
C 5.641 -1.655 -5.127
C 6.175 -0.270 -5.499
N 5.716 0.282 -6.771
H 1.469 3.885 -1.858
H 1.070 3.209 -3.450
H -0.218 3.741 -2.380
H 2.608 1.444 -2.123
H 1.515 0.193 -1.554
H 1.670 1.277 -4.378
H 0.289 0.345 -3.774
H 1.572 -1.276 -4.506
H 3.921 0.273 -3.848
H 3.304 -0.099 -5.473
H 4.332 -2.146 -3.463
H 3.661 -2.508 -5.026
H 5.680 -2.279 -6.023
H 6.360 -2.095 -4.433
H 7.264 -0.344 -5.547
H 5.963 0.463 -4.722
H 5.635 -0.427 -7.484
H 4.846 0.783 -6.690
C 0.532 -1.754 1.125
C -0.339 -0.641 1.678
O 0.073 0.640 1.219
H 1.572 -1.586 1.398
H 0.223 -2.725 1.518
H 0.469 -1.793 0.033
H -0.256 -0.613 2.764
H -1.393 -0.807 1.422
H -0.004 0.663 0.259
C -2.066 -1.320 -1.952
C -1.763 -2.393 -2.982
O -0.672 -2.032 -3.823
H -2.285 -0.372 -2.444
H -2.920 -1.600 -1.334
H -1.206 -1.165 -1.295
H -2.615 -2.536 -3.645
H -1.555 -3.349 -2.491
H 0.107 -1.923 -3.264
C -2.333 6.763 -2.721
C -1.956 6.200 -4.079
O -2.368 4.846 -4.237
H -1.897 6.158 -1.925
H -1.983 7.790 -2.612
H -3.418 6.758 -2.588
H -0.874 6.196 -4.202
H -2.380 6.817 -4.879
H -3.324 4.813 -4.148
C 1.597 -2.336 5.709
C 2.856 -1.824 5.036
O 2.566 -1.122 3.829
H 1.041 -2.983 5.035
H 1.833 -2.892 6.618
H 0.936 -1.508 5.977
H 3.500 -2.653 4.748
H 3.425 -1.178 5.713
H 2.013 -0.366 4.050
C -3.911 -2.265 4.607
C -2.473 -1.794 4.696
O -1.557 -2.879 4.838
H -4.177 -2.841 5.493
H -4.591 -1.418 4.524
H -4.049 -2.912 3.736
H -2.336 -1.162 5.572
H -2.212 -1.205 3.812
H -1.658 -3.448 4.068
C -6.075 0.233 8.750
C -5.681 -0.553 7.514
O -4.690 0.117 6.740
H -6.444 1.220 8.470
H -6.854 -0.285 9.311
H -5.216 0.371 9.411
H -6.537 -0.678 6.853
H -5.325 -1.551 7.794
H -3.913 0.235 7.292
*
```

M = 422.6 g/mol
Relative energy (zero: lowest compared OMol25 entry of this formula, charge and spin) = 0.0 kcal/mol
LUMO level = 0.7 eV
Largest force on an atom = 0.551 eV/A
Orbital gap = 9.66 eV
SMILES = COCCNCCCCN.CCO.CCO.CCO.CCO.CCO.CCO
DFT total energy = -1392.39278 Eh



Entry 11:
Density functional theory data (ωB97M-V/def2-TZVPD) for a structure of composition C43H44BrCaCl5N6O4P.

```
! wB97M-V def2-TZVPD RIJCOSX def2/J DEFGRID3
* xyz 1 1
Ca -0.660 0.708 0.278
C 0.613 -1.129 2.857
C -0.600 -2.042 2.868
C -1.297 -2.297 1.553
C -2.466 -3.053 1.539
C -3.034 -3.396 0.328
C -2.398 -3.013 -0.845
C -1.250 -2.256 -0.742
N -0.720 -1.864 0.429
N 0.372 0.313 2.649
C -0.460 0.865 3.729
C -1.937 0.685 3.488
C -2.824 0.617 4.554
C -4.174 0.454 4.291
C -4.595 0.351 2.974
C -3.646 0.432 1.970
N -2.343 0.607 2.220
C 1.677 0.975 2.640
C 1.628 2.441 2.269
C 2.797 3.193 2.340
C 2.745 4.538 2.031
C 1.520 5.096 1.683
C 0.417 4.268 1.626
N 0.463 2.959 1.890
H 1.289 -1.456 2.069
H 1.136 -1.259 3.818
H -1.330 -1.737 3.621
H -0.231 -3.016 3.205
H -2.908 -3.368 2.475
H -3.951 -3.970 0.297
H -2.789 -3.278 -1.818
H -0.709 -1.949 -1.625
H -0.275 1.935 3.796
H -0.176 0.423 4.694
H -2.456 0.680 5.570
H -4.887 0.397 5.103
H -5.636 0.209 2.722
H -3.906 0.358 0.921
H 2.319 0.453 1.925
H 2.171 0.878 3.620
H 3.725 2.722 2.639
H 3.637 5.148 2.076
H 1.421 6.151 1.467
H -0.555 4.663 1.352
Cl -4.000 -0.643 -6.450
C -3.544 -0.328 -4.822
C -2.211 -0.111 -4.491
Cl -0.999 -0.167 -5.712
C -1.859 0.148 -3.174
Cl -0.184 0.397 -2.756
C -2.795 0.204 -2.118
O -2.445 0.423 -0.898
C -4.138 -0.027 -2.495
Cl -5.332 0.025 -1.250
C -4.504 -0.286 -3.808
Cl -6.156 -0.562 -4.196
Br -6.422 5.311 -1.437
C -4.677 4.612 -1.283
C -3.814 4.686 -2.364
C -2.534 4.163 -2.252
C -2.131 3.569 -1.062
C -3.012 3.480 0.008
C -4.284 4.014 -0.094
N -0.849 2.980 -0.908
C 0.165 3.565 -1.389
C 1.516 2.976 -1.307
C 2.570 3.677 -1.877
C 3.841 3.121 -1.860
C 4.000 1.878 -1.281
C 2.889 1.249 -0.731
N 1.669 1.776 -0.721
H -4.142 5.132 -3.292
H -1.874 4.174 -3.111
H -2.702 2.996 0.927
H -4.974 3.952 0.737
H 0.092 4.537 -1.884
H 2.385 4.640 -2.335
H 4.679 3.646 -2.299
H 4.961 1.384 -1.255
H 2.980 0.264 -0.289
C 5.261 -3.076 -2.800
C 4.648 -2.161 -1.766
O 3.993 -2.951 -0.760
P 2.468 -2.501 -0.351
O 2.267 -3.588 0.847
C 3.182 -3.565 1.956
C 4.040 -4.808 1.949
O 1.566 -3.188 -1.483
C 1.618 -4.602 -1.783
C 1.272 -4.784 -3.239
H 5.778 -2.493 -3.563
H 4.490 -3.673 -3.287
H 5.979 -3.751 -2.337
H 3.930 -1.481 -2.238
H 5.413 -1.555 -1.272
H 2.578 -3.507 2.864
H 3.805 -2.665 1.911
H 3.415 -5.700 1.980
H 4.698 -4.817 2.819
H 4.651 -4.840 1.047
H 0.901 -5.102 -1.131
H 2.614 -4.982 -1.551
H 0.277 -4.395 -3.455
H 1.288 -5.843 -3.500
H 1.987 -4.263 -3.877
*
```

M = 1037.1 g/mol
Relative energy (zero: lowest compared OMol25 entry of this formula, charge and spin) = 0.0 kcal/mol
LUMO level = -3.1 eV
Largest force on an atom = 0.698 eV/A
Orbital gap = 6.69 eV
DFT total energy = -8188.49560 Eh